1.
{
  "formula": "C15H28BF7O6",
  "method": "ωB97M-V with the def2-TZVPD basis set",
  "symbols": ["C", "O", "B", "O", "C", "O", "C", "C", "C", "O", "C", "F", "F", "F", "C", "C", "F", "C", "C", "C", "C", "F", "F", "F", "O", "C", "H", "H", "H", "H", "H", "H", "H", "H", "H", "H", "H", "H", "H", "H", "H", "H", "H", "H", "H", "H", "H", "H", "C", "C", "O", "H", "H", "H", "H", "H", "H"],
  "positions_angstrom": [[0.8760, 4.6697, 0.7503], [1.2010, 3.6463, 1.7238], [0.0112, 3.0400, 2.2694], [-0.7912, 3.7842, 3.2070], [-0.3665, 1.5219, 1.7541], [0.8654, 0.7749, 1.7900], [0.6732, -0.6182, 1.5005], [0.6527, -1.5739, 2.7710], [-0.7243, -1.6425, 3.5607], [-0.9938, -0.4686, 4.3745], [-1.9937, -2.0142, 2.6830], [-1.7151, -2.7025, 1.5136], [-2.7749, -2.9034, 3.4684], [-2.8420, -0.9065, 2.4790], [1.9690, -1.0567, 0.6349], [3.3094, -0.8755, 1.5076], [1.8477, -2.3840, 0.1112], [-1.0186, 1.6996, 0.3035], [-0.0037, 1.5691, -0.9134], [-0.8751, 1.8076, -2.2654], [-0.9854, 0.4130, -3.0242], [0.2909, -0.0774, -3.3823], [-1.5878, -0.5942, -2.2801], [-1.8048, 0.6045, -4.1581], [-2.1422, 0.7972, 0.2066], [-3.3317, 1.5259, 0.5985], [1.8108, 4.9154, 0.1422], [0.5581, 5.6573, 1.2297], [0.0319, 4.3576, 0.0472], [-1.4255, 4.2779, 2.6376], [-1.1802, 1.1478, 2.4498], [-0.2173, -0.8460, 0.8315], [1.4783, -1.3224, 3.5194], [0.8964, -2.6282, 2.3995], [-0.6141, -2.4949, 4.3201], [-0.1631, -0.2001, 4.8079], [2.1237, -0.3778, -0.2687], [3.3433, -1.5579, 2.4095], [3.4288, 0.2130, 1.8406], [4.2433, -1.1236, 0.8916], [-1.4506, 2.7663, 0.2538], [0.3274, 0.4896, -0.9605], [0.8331, 2.3197, -0.8111], [-0.3813, 2.5675, -2.9571], [-1.9167, 2.1289, -1.9527], [-3.0924, 2.0945, 1.5615], [-4.1711, 0.7953, 0.8499], [-3.5990, 2.2447, -0.2380], [0.4870, -3.7074, -5.3749], [1.6953, -4.1359, -4.5658], [2.7412, -3.1796, -4.6960], [0.7508, -3.5986, -6.4298], [-0.3211, -4.4374, -5.2870], [0.1202, -2.7343, -5.0359], [2.0722, -5.0968, -4.9208], [1.4399, -4.2355, -3.5059], [2.4051, -2.3352, -4.3718]],
  "atomic_forces_ev_per_a": [[0.23, 1.15, -0.29], [-2.17, -0.19, -0.32], [1.06, 0.49, 0.24], [0.24, -0.68, -2.46], [-0.20, 1.80, 0.42], [-1.40, -1.04, -0.32], [1.36, -1.79, -0.79], [-0.56, -0.15, -0.18], [1.28, -0.59, 0.87], [0.14, -0.55, -1.06], [-1.60, -0.25, 1.38], [-0.52, 1.72, 1.92], [1.19, 1.40, -1.55], [1.91, -2.33, -0.25], [1.26, 1.23, 0.43], [0.30, -0.30, -0.49], [-0.02, 1.39, 0.98], [0.42, 0.49, 0.49], [-1.74, -0.44, -0.28], [0.73, -0.97, 0.59], [-0.67, 0.43, -0.02], [-2.51, 0.89, 0.20], [1.15, 1.71, -1.28], [1.91, -0.76, 1.65], [-0.06, 1.20, -0.24], [-0.03, -0.28, 0.67], [-1.28, -0.59, 0.79], [0.35, -1.32, -0.36], [1.15, 0.29, 0.77], [0.33, -0.15, 0.93], [1.05, -0.13, -0.80], [0.80, 0.57, 0.96], [-1.19, -0.07, -1.00], [-0.44, 1.38, 0.42], [-0.32, 0.80, -1.37], [-0.43, -0.30, -0.38], [-0.59, -0.87, 1.14], [-0.17, 0.81, -1.02], [-0.47, -1.54, -0.46], [-1.46, 0.29, 0.66], [0.60, -1.24, -0.03], [0.14, 1.47, 0.22], [-0.84, -1.14, -0.05], [-0.80, -1.15, 0.82], [1.21, -0.41, -0.78], [-0.54, -0.53, -1.19], [1.22, 0.94, -0.66], [0.00, -0.73, 1.05], [-0.11, -0.05, -0.10], [-0.17, 0.38, 0.05], [0.22, -0.04, -0.03], [0.02, -0.09, 0.07], [-0.02, 0.08, -0.01], [-0.05, -0.09, 0.08], [0.14, 0.14, 0.03], [-0.10, -0.17, -0.03], [0.05, -0.13, -0.04]],
  "mulliken_charge": [-0.582, -0.430, 0.704, -0.590, 0.194, -0.408, 0.757, -1.023, -0.471, -0.556, 0.766, -0.245, -0.307, -0.253, 0.188, -1.238, -0.410, -1.269, 0.082, -0.782, 0.709, -0.260, -0.209, -0.292, -0.218, -0.620, 0.228, 0.256, 0.232, 0.314, 0.070, 0.358, 0.307, 0.404, 0.294, 0.418, 0.310, 0.294, 0.233, 0.402, 1.009, -0.299, 0.573, 0.349, 0.230, 0.243, 0.254, 0.271, -0.735, -0.192, -0.511, 0.264, 0.312, 0.092, 0.293, 0.194, 0.295],
  "smiles": "COB(O)[C@H](O[C@H](C[C@@H](O)C(F)(F)F)[C@@H](C)F)[C@@H](CCC(F)(F)F)OC.CCO",
  "spin_multiplicity": 1,
  "energy_ev": -47991.8124
}

***

2.
{
  "formula": "C15H28Cl3NO12",
  "method": "ωB97M-V with the def2-TZVPD basis set",
  "symbols": ["C", "C", "N", "H", "H", "H", "C", "O", "C", "O", "O", "C", "H", "H", "H", "H", "H", "H", "C", "O", "C", "O", "O", "C", "H", "H", "H", "H", "H", "H", "C", "O", "C", "O", "O", "C", "H", "H", "H", "H", "H", "H", "C", "O", "C", "O", "O", "C", "H", "H", "H", "H", "H", "H", "C", "Cl", "Cl", "Cl", "H"],
  "positions_angstrom": [[-2.0833, 5.9057, -0.1194], [-0.7472, 6.4938, -0.0777], [0.3106, 6.9361, -0.0365], [-2.7707, 6.5426, 0.4273], [-1.9987, 4.9267, 0.3570], [-2.3625, 5.6401, -1.1375], [2.6597, -5.0749, 1.4085], [1.4285, -4.4206, 1.7422], [1.5220, -3.1277, 2.0377], [2.4800, -2.4076, 1.8935], [0.3374, -2.7180, 2.4954], [0.1653, -1.3202, 2.7688], [3.5860, -4.5486, 1.6274], [2.6442, -5.2178, 0.3257], [2.6910, -6.0356, 1.9147], [0.9589, -0.8751, 3.3728], [-0.7595, -1.3017, 3.3366], [0.1696, -0.8576, 1.7834], [1.3629, -5.6385, -4.3650], [1.0856, -4.3634, -3.7840], [2.0058, -3.8727, -2.9722], [3.0199, -4.4343, -2.6669], [1.5973, -2.6848, -2.5648], [2.4814, -2.0163, -1.6650], [0.6057, -5.8454, -5.1084], [1.4001, -6.3307, -3.5236], [2.3465, -5.6896, -4.8337], [3.4762, -2.0012, -2.1174], [2.5673, -2.4631, -0.6771], [2.1640, -0.9782, -1.6163], [0.6222, 0.4820, -3.8282], [1.6538, 1.3010, -3.2801], [1.3605, 2.5428, -2.9439], [0.2859, 3.0587, -3.1373], [2.3993, 3.0966, -2.3381], [2.1614, 4.2399, -1.5123], [0.1876, 1.0106, -4.6822], [-0.1628, 0.3279, -3.0900], [1.0931, -0.4217, -4.1959], [2.3766, 5.1259, -2.1029], [2.8596, 4.1652, -0.6768], [1.1816, 4.2039, -1.0384], [-5.4173, 0.4868, 1.6506], [-5.0300, 0.9406, 2.9540], [-3.7917, 0.7524, 3.3464], [-2.9349, 0.1205, 2.8005], [-3.6630, 1.3753, 4.5140], [-2.4351, 1.2670, 5.2067], [-5.7181, -0.5542, 1.7527], [-4.6346, 0.6322, 0.9120], [-6.2958, 1.0735, 1.3989], [-2.6386, 1.1424, 6.2683], [-1.7745, 2.1065, 4.9999], [-1.9342, 0.3369, 4.9145], [-0.4358, 1.7500, 0.8416], [-1.6296, 2.4644, -0.2530], [0.3496, 2.8905, 1.9212], [0.6218, 0.7495, -0.1420], [-1.0008, 1.1116, 1.5143]],
  "atomic_forces_ev_per_a": [[0.67, -0.67, 0.22], [-0.05, 0.02, -0.21], [0.05, 0.01, 0.02], [-0.28, -0.05, -0.27], [-0.17, 0.24, 0.34], [-0.21, 0.58, -0.09], [0.21, -0.44, -0.96], [0.53, 0.12, 0.56], [-0.31, 0.86, 0.01], [0.06, -0.29, -0.01], [0.19, -0.71, 0.37], [0.35, -0.44, -0.20], [-0.39, 0.51, 0.35], [0.07, -0.22, 0.07], [-0.26, -0.01, 0.01], [0.18, -0.35, -0.09], [-0.19, 0.41, -0.43], [-0.46, 0.45, 0.37], [0.74, -0.18, 0.76], [-0.61, 0.29, -0.93], [-0.11, -0.36, -0.10], [0.56, -0.11, 0.29], [-0.33, 0.36, 0.43], [1.01, 0.50, -0.47], [-0.28, -0.01, 0.20], [-0.30, -0.45, -0.37], [-0.01, 0.35, -0.02], [0.01, -0.08, 0.16], [-0.35, -0.15, -0.05], [-0.28, -0.13, 0.10], [-0.36, 1.00, -0.71], [1.11, -0.75, 0.12], [-1.10, 0.34, 0.12], [0.04, 0.15, 0.11], [0.35, -0.58, 0.18], [0.28, -0.13, 0.36], [-0.10, -0.13, 0.10], [0.09, -0.27, 0.02], [0.01, -0.16, 0.36], [-0.41, 0.21, 0.22], [0.24, 0.02, -0.29], [-0.21, 0.25, -0.56], [-0.27, -0.20, 0.38], [-0.50, 0.47, -0.37], [-0.03, 0.18, 0.74], [0.61, -0.37, -0.77], [-0.40, 0.48, 0.38], [0.67, -1.18, 0.01], [0.18, -0.10, -0.33], [0.11, -0.11, 0.07], [0.05, 0.06, -0.05], [-0.21, 0.48, -0.03], [-0.15, 0.11, 0.05], [0.06, 0.26, -0.14], [-0.88, -0.62, 0.20], [0.01, 0.26, 0.14], [0.27, 0.23, -0.41], [0.48, 0.24, 0.20], [0.03, -0.21, -0.20]],
  "mulliken_charge": [-0.439, 0.356, -0.439, 0.324, -0.046, 0.264, -0.657, -0.365, 0.901, -0.591, -0.426, -0.062, 0.323, 0.214, 0.309, 0.324, 0.189, -0.147, -0.643, -0.367, 0.800, -0.558, -0.179, -0.161, 0.219, 0.290, 0.297, 0.353, 0.144, -0.202, -0.656, -0.341, 0.869, -0.580, -0.363, -0.417, 0.388, 0.287, 0.178, 0.314, 0.291, 0.039, -0.602, -0.357, 0.872, -0.561, -0.341, -0.464, 0.293, 0.273, 0.227, 0.288, 0.244, 0.149, 0.643, -0.144, -0.137, -0.113, -0.302],
  "smiles": "COC(=O)OC.COC(=O)OC.COC(=O)OC.COC(=O)OC.ClC(Cl)Cl.CC#N",
  "spin_multiplicity": 1,
  "energy_ev": -79635.7385
}

***

| no. | frontier orbital gap (eV) |
| --- | --- |
| 1 | 10.0 |
| 2 | 10.9 |